[1]
ORCA calculation (ωB97M-V with the def2-TZVPD basis set) on C3H7NS2 as an isolated structure.

Each line ends with the natural charge from an NBO analysis.
Geometry (Å):
S: -2.231 -0.903 -0.466  0.172
S: 0.731 -0.795 -1.078  0.160
N: -1.291 0.430 0.156  -0.536
C: 1.038 -1.868 0.486  -0.719
C: -0.185 0.530 -0.324  0.037
C: 0.376 1.837 -0.139  -0.632
H: 1.493 -0.963 1.210  0.228
H: 1.709 2.060 -0.064  0.261
H: 2.102 -2.441 0.108  0.251
H: 0.209 -2.401 0.928  0.231
H: -3.355 -0.493 -0.181  0.082
H: -0.447 2.200 0.618  0.272
H: -0.148 2.807 -1.256  0.193

Summary:
Kohn-Sham gap	0.337	Eh
energy relative to the best compared isomer or geometry (same formula, charge and spin)	5.625	eV
charge	0
largest force on an atom	0.1271	Eh/bohr
LUMO energy	0.28	eV

---

[2]
ORCA calculation (ωB97M-V with the def2-TZVPD basis set) on a 3-piece molecular cluster, C3H7NSi overall.

Each line ends with the natural charge from an NBO analysis.
Geometry (Å):
Si: -0.215 1.495 -0.529  1.035
N: -0.941 2.365 2.281  -0.297
C: 1.106 -1.078 0.201  -0.659
C: -0.718 2.111 1.185  -0.153
C: 0.068 -0.261 -0.558  -0.781
H: 1.585 -1.849 -0.427  0.229
H: 0.134 -0.486 -1.573  0.230
H: -0.958 2.233 -1.573  -0.132
H: 0.692 -1.342 1.209  0.239
H: -1.640 -1.674 0.058  -0.004
H: -1.178 -1.017 -0.453  0.053
H: 2.066 -0.498 0.179  0.239

Summary:
Kohn-Sham gap (alpha / beta)	0.266 / 0.261	Eh
energy relative to the best compared isomer or geometry (same formula, charge and spin)	4.449	eV
charge	0
largest force on an atom	0.0632	Eh/bohr
LUMO energy (alpha / beta)	-1.28 / -1.17	eV

---

[3]
ORCA calculation (ωB97M-V with the def2-TZVPD basis set) on a 2-piece molecular cluster, C3H7O overall.

Each line ends with the natural charge from an NBO analysis.
Geometry (Å):
O: 0.098 2.991 0.689  -1.611
C: 0.271 -1.220 -0.639  -0.241
C: -0.893 -0.420 -0.619  -0.866
C: 0.547 -2.102 0.406  -0.794
H: 1.619 -2.268 0.601  0.147
H: -1.575 -0.554 0.221  0.149
H: -0.318 -2.371 1.020  0.161
H: 0.317 2.111 1.037  0.435
H: -1.320 -0.152 -1.590  0.141
H: -0.269 2.792 -0.195  0.330
H: 1.157 -0.939 -1.220  0.150

Summary:
Kohn-Sham gap (alpha / beta)	0.096 / 0.197	Eh
energy relative to the best compared isomer or geometry (same formula, charge and spin)	1.294	eV
charge	-2
largest force on an atom	0.0448	Eh/bohr
multiplicity	2
LUMO energy (alpha / beta)	7.48 / 7.35	eV

---

[4]
ORCA calculation (ωB97M-V with the def2-TZVPD basis set) on one molecule with the formula C3H7O2P.

Each line ends with the natural charge from an NBO analysis.
Geometry (Å):
P: -0.530 -0.654 0.527  1.733
O: -0.707 -2.131 0.656  -1.061
O: -2.909 0.980 -1.990  -0.493
C: 1.108 -0.001 0.925  -1.020
C: -2.346 0.192 -1.318  0.467
C: -0.811 -0.051 -1.155  -0.885
H: -0.414 -0.637 -1.888  0.265
H: 2.037 -0.530 0.867  0.271
H: -3.014 -0.434 -0.544  0.094
H: -1.442 0.248 1.165  -0.104
H: 1.107 0.977 0.337  0.237
H: 1.105 0.435 1.943  0.254
H: -0.380 0.937 -1.188  0.242

Summary:
structure (SMILES)	C[P@H](=O)CC=O
Kohn-Sham gap	0.397	Eh
energy relative to the best compared isomer or geometry (same formula, charge and spin)	1.017	eV
charge	0
largest force on an atom	0.0744	Eh/bohr
LUMO energy	0.72	eV

---

[5]
ORCA calculation (ωB97M-V with the def2-TZVPD basis set) on a 2-piece molecular cluster, C3H7O2S overall.

Each line ends with the natural charge from an NBO analysis.
Geometry (Å):
S: -0.540 -1.219 -1.169  -0.682
O: -2.599 -2.003 1.461  -0.985
O: 0.261 3.001 -0.107  -0.581
C: 0.931 -0.662 -0.296  -0.529
C: 0.347 1.792 -0.008  0.444
C: 1.287 0.832 -0.583  -0.563
H: -3.305 -1.381 1.587  0.451
H: 1.033 -0.752 0.790  0.171
H: -0.602 1.338 0.399  0.111
H: 1.695 -1.212 -0.839  0.195
H: 1.094 0.836 -1.682  0.257
H: 2.347 1.045 -0.418  0.206
H: -1.949 -1.614 0.865  0.506

Summary:
Kohn-Sham gap	0.254	Eh
energy relative to the best compared isomer or geometry (same formula, charge and spin)	1.324	eV
charge	-1
largest force on an atom	0.0590	Eh/bohr
LUMO energy	3.94	eV

---

[6]
ORCA calculation (ωB97M-V with the def2-TZVPD basis set) on a 2-piece molecular cluster, C3H7O2S overall.

Each line ends with the natural charge from an NBO analysis.
Geometry (Å):
S: -2.593 -0.831 0.372  -0.206
O: 1.803 1.617 -0.451  -0.801
O: 2.566 0.143 1.083  -0.787
C: 2.569 0.735 -0.013  0.622
C: -0.403 -0.561 -1.339  -0.644
C: -0.833 -0.053 0.018  -0.386
H: -0.339 -1.658 -1.246  0.188
H: -1.045 -0.397 -2.203  0.202
H: 3.371 0.419 -0.736  -0.017
H: -2.789 0.111 1.314  0.115
H: -1.093 0.999 -0.100  0.208
H: 0.585 -0.178 -1.585  0.260
H: -0.335 -0.213 0.960  0.245

Summary:
Kohn-Sham gap	0.270	Eh
energy relative to the best compared isomer or geometry (same formula, charge and spin)	0.831	eV
charge	-1
largest force on an atom	0.0614	Eh/bohr
LUMO energy	3.17	eV

---

[7]
ORCA calculation (ωB97M-V with the def2-TZVPD basis set) on a 2-piece molecular cluster, C3H7O2S overall.

Each line ends with the natural charge from an NBO analysis.
Geometry (Å):
S: 0.912 0.071 0.166  2.014
O: 0.880 -0.462 1.521  -1.006
O: 2.028 0.993 -0.082  -1.010
C: -1.319 1.376 0.816  -0.771
C: 1.096 -1.305 -1.004  -0.867
C: -0.524 0.994 -0.364  -0.416
H: -1.045 0.849 1.733  0.208
H: -2.370 1.205 0.581  0.221
H: 0.092 -1.712 -1.073  0.258
H: 1.798 -2.026 -0.603  0.217
H: 1.427 -0.894 -1.947  0.227
H: -1.774 -1.546 -0.697  -0.281
H: -1.201 2.457 0.953  0.205

Summary:
Kohn-Sham gap (alpha / beta)	0.281 / 0.207	Eh
energy relative to the best compared isomer or geometry (same formula, charge and spin)	6.941	eV
charge	-1
largest force on an atom	0.0391	Eh/bohr
LUMO energy (alpha / beta)	3.88 / 2.99	eV

---

[8]
ORCA calculation (ωB97M-V with the def2-TZVPD basis set) on a 2-piece molecular cluster, C3H7O2S overall.

Each line ends with the natural charge from an NBO analysis.
Geometry (Å):
S: -0.690 -0.934 -1.057  0.123
O: -2.547 -2.463 1.076  -0.927
O: 0.347 3.163 0.076  -0.505
C: 0.824 -0.460 -0.285  -0.618
C: 1.189 1.015 -0.542  -0.528
C: 0.314 1.972 0.238  0.434
H: -2.856 -2.076 0.238  0.468
H: 2.236 1.202 -0.313  0.240
H: -0.519 1.576 0.846  0.114
H: 1.045 1.274 -1.591  0.243
H: 0.588 -0.507 0.797  0.249
H: -1.633 -2.681 0.857  0.467
H: 1.702 -1.083 -0.338  0.239

Summary:
Kohn-Sham gap (alpha / beta)	0.387 / 0.257	Eh
energy relative to the best compared isomer or geometry (same formula, charge and spin)	0.707	eV
charge	0
largest force on an atom	0.0364	Eh/bohr
multiplicity	2
LUMO energy (alpha / beta)	0.68 / -2.57	eV